No. 1
11
Properties=species:S:1:pos:R:3:forces:R:3 method="wB97M-V/def2-TZVPD" total_energy_ha=-1527.4483 homo_ev=-8.4 charge=0 de_lowest_ev=1.547
N -0.2419 1.4393 -2.5145 0.35 1.88 -3.00
C -0.2547 0.9228 -1.4520 0.06 -0.62 1.63
C -0.5054 0.2472 -0.3481 0.63 0.38 0.33
Cl -1.9026 0.8183 0.4917 -0.89 0.25 0.34
C 0.1439 -0.9986 0.0771 -0.79 -1.33 -0.99
C 0.5720 -1.2717 1.3259 -0.37 1.38 0.22
S 0.5954 0.0355 2.5766 -0.02 0.47 -2.36
Cl 1.0871 -2.7722 1.9984 -0.15 -0.02 -0.59
H 0.1962 2.3148 -2.8925 -0.35 -1.33 1.10
H -0.0813 -1.7068 -0.7683 1.13 -0.18 1.44
H 0.3913 0.9714 1.5057 0.41 -0.88 1.87


No. 2
45
Properties=species:S:1:pos:R:3:forces:R:3 method="wB97M-V/def2-TZVPD" total_energy_ha=-1072.9843 homo_ev=-9.6 charge=0 smiles=OCCO.OCCO.OCCO.O.O.O.O.O de_lowest_ev=4.205
O -2.1622 -0.1725 -2.6031 0.14 -0.11 0.21
C -1.0893 -0.8773 -1.9957 0.15 0.63 -0.08
C -1.3112 -2.3397 -2.1758 -0.23 -0.50 -0.41
O -2.2885 -2.8701 -1.2725 0.10 0.09 -0.26
H -1.9326 0.7687 -2.5478 -0.02 0.06 -0.03
H -0.1180 -0.6006 -2.4344 -0.17 0.01 -0.10
H -1.0135 -0.6314 -0.9286 -0.09 -0.06 0.01
H -0.3694 -2.8572 -1.9902 -0.73 -0.25 -0.58
H -1.6166 -2.5199 -3.2099 -0.01 -0.03 -0.05
H -3.0893 -2.3555 -1.4200 -0.07 -0.02 0.04
O 2.5272 -2.1192 0.6130 0.20 0.12 0.04
C 1.2386 -2.3354 1.1625 -0.07 -0.09 -0.27
C 0.3382 -2.9332 0.1184 0.28 -0.49 0.19
O 0.6581 -4.3220 -0.0712 -0.11 0.33 0.06
H 2.8094 -1.2316 0.8499 0.20 -0.06 -0.04
H 1.3173 -3.0306 2.0039 -0.12 0.19 0.15
H 0.7848 -1.3821 1.4626 0.06 -0.06 0.23
H 0.4933 -2.4086 -0.8288 0.45 0.12 0.86
H -0.7144 -2.8268 0.3923 0.13 0.04 0.07
H -0.1663 -4.7944 -0.2118 -0.02 -0.02 -0.06
O -1.1586 1.4139 1.3588 -0.07 -0.25 0.18
C -1.4663 0.5981 2.4902 0.40 -0.13 0.46
C -2.7242 1.0287 3.1961 -0.34 0.32 -0.37
O -3.8824 0.8575 2.3881 0.16 -0.08 0.35
H -0.9887 2.3086 1.6747 0.01 0.05 -0.08
H -1.5725 -0.4347 2.1590 -0.07 0.10 -0.33
H -0.6408 0.5982 3.2222 -0.04 0.13 -0.17
H -2.6492 2.0841 3.4979 0.12 -0.09 0.11
H -2.8325 0.4274 4.0983 -0.20 -0.04 -0.02
H -3.8474 1.5107 1.6829 0.03 -0.08 -0.10
O 1.0290 3.7589 -1.4542 0.16 -0.09 0.07
H 1.4075 2.8818 -1.2752 -0.11 0.02 0.28
H 1.7819 4.3555 -1.4782 -0.01 0.02 -0.12
O 3.5130 0.6262 1.2048 0.13 0.13 0.08
H 4.4618 0.7746 1.1119 0.03 -0.21 0.08
H 3.3146 0.8082 2.1307 0.03 0.06 -0.01
O 1.0783 1.1519 -0.3286 0.18 -0.09 -0.05
H 1.8614 0.8060 0.1130 0.01 0.00 -0.04
H 0.3447 1.0402 0.2993 -0.11 0.18 -0.15
O -1.2111 2.4804 -2.5308 -0.21 -0.03 0.00
H -1.8819 3.1508 -2.6869 0.06 0.03 -0.01
H -0.4695 2.9429 -2.1080 -0.03 0.11 -0.13
O 4.2077 2.5913 -1.2549 0.02 0.05 0.00
H 3.9805 2.1109 -0.4532 -0.21 0.01 -0.02
H 4.0490 1.9676 -1.9708 -0.01 -0.01 -0.02


No. 3
12
Properties=species:S:1:pos:R:3:forces:R:3 method="wB97M-V/def2-TZVPD" total_energy_ha=-3145.5774 homo_ev="-10.0 / -8.3" charge=0 de_lowest_ev=3.522
C 0.3745 0.9493 1.6335 -1.65 0.16 -0.49
C -0.7800 -0.4925 -1.6358 -0.32 -1.80 -2.74
O -0.8776 -2.5262 0.3581 0.08 -0.35 -0.42
O -0.2966 -0.2303 1.1794 0.14 -0.43 -0.77
P -0.2667 -1.2616 -0.0328 0.29 2.19 0.25
Br 2.9350 1.0538 -0.4969 -0.34 -0.47 -0.12
H 0.2471 0.9557 2.6737 -0.90 0.25 1.45
H 0.0346 1.8444 1.1360 -0.58 0.09 -0.06
H 1.3975 0.9892 1.5569 2.62 -0.82 -0.99
H 0.0074 -0.0871 -2.3029 0.03 0.42 1.33
H -1.0912 -1.3134 -2.3903 0.36 0.42 1.73
H -1.6840 0.1188 -1.6791 0.27 0.34 0.84


No. 4
62
Properties=species:S:1:pos:R:3:forces:R:3 method="wB97M-V/def2-TZVPD" total_energy_ha=-1639.8053 homo_ev="-13.6 / -13.3" charge=+2
C 1.5093 2.3456 -2.1177 3.03 0.07 0.03
H 2.3534 2.7589 -1.5270 -0.42 -0.27 -0.41
H 1.8825 2.0534 -3.1204 -0.32 -0.20 0.65
H 1.5324 0.9697 -1.4889 2.15 2.55 -1.92
C 0.3762 3.3761 -2.2143 -1.03 -0.21 0.27
H -0.6061 2.8910 -2.4262 0.36 0.48 -0.18
H 0.2657 3.8896 -1.2497 -0.06 -0.09 -0.13
C 0.5872 4.3982 -3.3339 0.34 -0.06 0.14
H -0.3309 4.9633 -3.4764 0.00 0.03 0.03
H 1.3835 5.0877 -3.0603 0.05 0.01 -0.13
H 0.8378 3.8993 -4.2665 0.03 0.02 -0.10
C -1.0594 -1.8907 -1.3538 0.57 0.32 -0.29
C -1.7367 -1.1576 -2.3770 0.97 -0.32 -0.63
C -0.7668 -0.7655 -3.3489 -0.75 0.44 0.89
C 0.5194 -1.2198 -2.8975 -0.04 1.10 -0.33
C 0.3271 -1.9475 -1.6809 -1.25 0.13 1.23
C 1.3292 -2.8247 -1.0298 0.37 -0.06 0.26
C 1.7616 -1.1970 -3.7157 0.33 0.16 -0.17
C -1.0555 -0.2211 -4.7004 -0.05 0.30 -0.53
C -3.2041 -0.9878 -2.4901 -0.49 0.19 -0.09
C -1.7339 -2.6270 -0.2526 -0.25 -0.24 0.48
Bi -0.1724 0.9512 -1.1193 -3.64 -4.71 0.29
H 2.6491 -1.4453 -3.1228 -0.18 0.06 -0.16
H 1.6940 -1.9417 -4.5307 -0.01 0.28 0.25
H 1.9316 -0.2128 -4.1907 -0.13 -0.46 0.10
H 2.3467 -2.5672 -1.3372 -0.12 -0.11 0.11
H 1.2766 -2.7640 0.0646 0.02 -0.14 -0.27
H 1.1513 -3.8742 -1.3133 0.05 0.26 0.08
H -2.5394 -2.0289 0.1997 0.17 -0.24 -0.11
H -2.1856 -3.5622 -0.6274 0.15 0.31 0.17
H -1.0315 -2.8968 0.5493 -0.20 0.00 -0.22
H -3.4621 -0.1327 -3.1292 0.00 -0.25 0.16
H -3.6616 -1.8809 -2.9389 0.05 0.18 0.10
H -3.6751 -0.8365 -1.5120 0.04 -0.06 -0.16
H -0.2744 0.4715 -5.0484 -0.22 -0.19 0.03
H -1.1137 -1.0413 -5.4366 0.02 0.28 0.19
H -2.0174 0.3076 -4.7289 0.27 -0.13 -0.04
N 0.7764 0.4746 0.8676 0.29 0.48 -0.20
S 0.6384 -0.7624 1.9537 0.14 0.48 0.64
C 1.6514 -0.1306 3.2879 0.47 0.15 0.52
C 2.6932 -0.9120 3.8045 -0.18 -0.02 -0.23
C 3.5146 -0.3849 4.8073 -0.34 0.22 -0.16
C 3.2894 0.9161 5.2775 0.31 -0.38 0.07
C 2.2403 1.6772 4.7716 -0.48 0.14 -0.37
C 1.4041 1.1574 3.7772 0.28 -0.07 0.21
C -0.9878 -0.5643 2.6859 -0.67 -0.11 0.68
C -1.9275 0.3049 2.1520 0.23 0.20 -0.36
C -3.1659 0.4637 2.7690 -0.10 -0.39 0.51
C -3.4581 -0.2547 3.9429 0.19 0.32 -0.59
C -2.5136 -1.1388 4.4691 -0.14 -0.14 0.19
C -1.2866 -1.3134 3.8437 0.45 0.26 -0.69
H 1.5830 1.0657 1.0755 -0.16 -0.31 0.33
H 2.8426 -1.9206 3.4152 0.10 0.26 0.17
H 4.3244 -0.9881 5.2121 -0.19 0.15 -0.10
H 3.9448 1.3325 6.0518 -0.33 -0.20 -0.35
H 2.0514 2.6894 5.1436 0.11 -0.45 -0.10
H 0.5682 1.7353 3.3924 0.11 -0.01 0.09
H -1.6737 0.8839 1.2557 -0.26 -0.16 0.49
H -3.8964 1.1475 2.3412 0.14 -0.15 0.14
H -4.4220 -0.1173 4.4334 0.30 -0.07 -0.12
H -2.7403 -1.7003 5.3842 0.13 0.26 -0.46
H -0.5384 -2.0007 4.2347 -0.21 0.09 0.09


No. 5
108
Properties=species:S:1:pos:R:3:forces:R:3 method="wB97M-V/def2-TZVPD" total_energy_ha=-22442.3316 homo_ev=-8.3 charge=0
C 2.2262 -4.9404 0.3372 -0.23 -0.98 -0.13
C 2.0536 -5.8147 -0.9300 -0.04 0.76 0.34
O 3.1704 -5.5622 -1.7985 -0.35 -0.39 -0.20
C 2.7521 -5.0072 -3.0492 0.22 0.42 0.57
C 2.2810 -3.5570 -2.8432 0.19 -1.95 -0.62
C 3.2920 -2.5599 -2.7775 -0.13 0.35 0.12
N 3.0215 -1.2987 -2.5641 -0.32 -0.56 -0.09
C 1.6936 -1.0227 -2.4040 0.34 0.26 0.05
C 1.3380 0.3371 -2.1194 0.41 0.89 0.15
C 2.4883 1.3404 -2.0217 0.45 -1.02 -0.54
C 3.4733 1.0449 -0.8519 0.33 0.86 -0.36
C 3.5043 2.1414 0.2628 0.14 -1.56 0.60
C 2.9637 1.5040 1.5890 0.01 0.61 -1.60
N 3.9281 0.5481 2.1535 0.06 1.00 1.14
C 4.6809 1.0915 3.2490 0.95 -0.17 0.17
C 5.2212 0.0388 4.2393 -0.41 0.25 -1.06
O 4.9148 2.2718 3.3990 -0.66 -0.53 0.06
C 0.0342 0.7315 -1.9707 -0.37 -0.42 0.03
C -0.3427 2.1765 -1.6704 -0.75 0.50 0.19
C -1.5335 2.3556 -0.6870 -0.22 -0.21 -0.02
C -1.4343 1.4863 0.6056 -0.33 0.68 0.06
C -2.6906 0.6108 0.8764 0.45 0.32 0.24
C -3.2473 0.7472 2.3123 -0.23 -0.71 0.03
C -4.2168 -0.4402 2.6140 -0.39 0.30 -0.44
C -5.0716 -0.8243 1.3856 -0.58 -0.74 1.12
O -5.7756 0.2973 0.8648 0.69 -0.20 -0.46
C -6.2022 0.1037 -0.4668 -0.75 0.08 -0.42
C -0.9675 -0.3022 -2.1292 0.27 0.28 -0.09
O -2.3192 -0.0136 -2.0439 0.28 0.29 -0.40
C -0.6600 -1.6100 -2.3677 -0.08 -1.06 -0.22
C -1.8152 -2.6126 -2.5025 0.52 0.01 0.15
N -2.2403 -3.1426 -1.1818 -0.24 0.16 -0.39
C 0.7173 -2.0287 -2.5136 -2.03 0.43 0.40
N 0.9815 -3.3607 -2.7425 1.48 1.79 0.23
H 2.6871 -3.9834 0.0651 -0.27 -0.18 0.21
H 2.8706 -5.4955 1.0370 0.02 0.47 -0.20
H 1.2617 -4.8139 0.8517 0.26 0.21 -0.21
H 1.9928 -6.8768 -0.6461 0.27 0.22 -0.26
H 1.1280 -5.5677 -1.4712 0.16 -0.02 0.28
H 1.9479 -5.6284 -3.4685 0.26 0.30 -0.15
H 3.6508 -5.0006 -3.6812 -0.35 -0.18 0.02
H 4.3430 -2.8321 -2.9061 -0.33 -0.06 0.02
H 3.0562 1.2049 -2.9628 -0.40 0.20 0.52
H 2.1523 2.3803 -2.0255 0.03 -0.32 0.12
H 3.2794 0.0459 -0.4343 -0.06 0.39 0.00
H 4.4872 0.9885 -1.2811 -0.37 -0.09 0.06
H 4.5646 2.3683 0.4645 -0.45 0.43 -0.08
H 2.9586 3.0548 -0.0074 0.15 -0.26 0.02
H 2.7252 2.3358 2.2608 0.12 -0.61 0.31
H 2.0618 0.9218 1.3347 0.10 0.40 0.27
H 4.6234 0.2520 1.4707 -0.32 -0.38 -0.05
H 5.1389 -0.9514 3.7720 0.09 0.20 0.31
H 4.5548 0.0789 5.1116 0.35 -0.07 -0.10
H 6.2596 0.2739 4.4929 -0.34 -0.02 0.17
H 0.4909 2.7609 -1.2597 -0.08 -0.52 -0.15
H -0.6137 2.6973 -2.6101 0.16 -0.23 0.21
H -1.6407 3.4130 -0.3921 0.34 -0.26 -0.27
H -2.4648 2.1291 -1.2267 0.25 0.04 0.40
H -0.4970 0.9083 0.5778 -0.37 -0.03 0.09
H -1.3412 2.1923 1.4517 0.12 -0.30 -0.23
H -3.4832 0.9518 0.1952 0.25 -0.41 0.09
H -2.4580 -0.4454 0.6658 -0.15 0.34 -0.07
H -2.4202 0.8101 3.0571 -0.69 -0.14 -0.46
H -3.8597 1.6608 2.3882 0.47 -0.11 0.01
H -3.6989 -1.3631 2.9208 0.07 0.32 -0.11
H -4.9314 -0.2032 3.4253 0.53 0.06 -0.32
H -5.8364 -1.5399 1.7613 0.31 0.07 -0.23
H -4.4896 -1.3762 0.6300 -0.04 0.54 0.00
H -7.3069 0.0366 -0.5036 0.36 -0.03 0.06
H -5.8071 -0.8127 -0.9335 0.06 0.23 0.28
H -5.9201 0.9529 -1.1103 0.09 -0.13 0.35
H -2.5117 0.6531 -2.7170 -0.06 0.04 0.25
H -1.5296 -3.4379 -3.1648 -0.01 0.52 0.14
H -2.6771 -2.0891 -2.9383 0.32 -0.17 0.14
H -3.1605 -3.5466 -1.3429 0.14 -0.10 0.34
H -1.6311 -3.9087 -0.9043 -0.04 0.12 -0.08
Br 2.7336 3.1579 -5.5411 0.00 -0.01 0.10
C 4.5088 3.7158 -4.9686 -0.14 0.08 -0.24
C 5.5366 2.6494 -5.2415 0.21 -0.07 0.25
Br 5.4172 1.2057 -3.9425 0.22 -0.05 -0.27
H 4.4346 3.9738 -3.9160 0.05 -0.07 -0.01
H 4.7260 4.6126 -5.5459 0.04 -0.04 0.00
H 6.5423 3.0512 -5.1321 -0.05 0.06 -0.01
H 5.4339 2.2000 -6.2246 -0.07 0.06 0.01
Br -3.2137 -7.1009 -3.3197 0.01 0.11 0.04
C -3.2317 -5.9953 -4.9220 -0.12 -0.26 0.02
C -1.9254 -6.0803 -5.6665 0.21 0.28 -0.14
Br -0.5447 -5.0295 -4.7845 -0.02 -0.41 -0.24
H -3.4738 -4.9848 -4.6049 0.08 0.00 -0.03
H -4.0449 -6.3875 -5.5298 0.04 0.01 -0.02
H -2.0245 -5.6489 -6.6612 -0.08 -0.03 0.02
H -1.5468 -7.0946 -5.7519 -0.10 -0.01 0.04
Br -4.5775 0.9059 6.0161 -0.08 -0.07 -0.01
C -2.9483 1.4203 6.9282 -0.26 -0.13 0.08
C -2.5676 2.8376 6.6058 0.16 -1.37 -0.43
Br -1.7765 2.9741 4.8134 -0.18 -1.13 -0.19
H -2.1868 0.6992 6.6466 0.03 0.08 -0.02
H -3.1678 1.3156 7.9895 0.04 0.08 -0.01
H -1.8005 3.1775 7.2887 0.08 -0.39 0.09
H -3.4134 3.5158 6.6378 -0.21 -0.30 -0.06
Br -1.9540 5.3402 6.5763 0.66 3.30 0.60
C -0.8564 6.8642 6.0635 -0.20 -0.03 0.34
C -1.6958 8.0710 5.7326 0.13 0.15 -0.27
Br -2.5215 7.9020 3.9777 -0.06 -0.02 0.08
H -0.2354 6.5368 5.2335 -0.07 0.04 -0.02
H -0.2260 7.0649 6.9281 -0.01 0.06 -0.04
H -1.0766 8.9641 5.6713 0.02 -0.04 0.02
H -2.4983 8.2376 6.4446 0.04 -0.07 0.01


No. 6
13
Properties=species:S:1:pos:R:3:forces:R:3 method="wB97M-V/def2-TZVPD" total_energy_ha=-344.4098 homo_ev=-8.4 charge=0 de_lowest_ev=5.229
C 1.2554 -0.5680 0.8472 -0.17 -0.21 0.10
C 0.2711 0.4185 0.4901 0.05 -0.12 0.06
O 1.3443 1.6832 0.0963 0.09 -0.16 -0.12
C -0.4652 0.1908 -0.8006 0.20 0.13 -0.36
O -0.0282 0.5501 -1.8782 -0.22 -0.16 0.43
C -1.7061 -0.5536 -0.6700 -0.57 -0.33 0.09
C -2.7442 -1.1482 -0.5263 0.50 0.29 -0.06
H 1.3269 -0.8471 1.8953 -0.01 0.06 -0.17
H 1.9671 0.7787 0.4302 -0.08 0.27 -0.11
H 1.4316 -1.3750 0.1373 -0.04 0.14 0.09
H -0.3317 0.8755 1.2726 0.08 -0.05 -0.11
H 1.3431 1.6741 -0.8865 0.02 0.05 0.18
H -3.6641 -1.6790 -0.4073 0.15 0.09 -0.03


No. 7
46
Properties=species:S:1:pos:R:3:forces:R:3 method="wB97M-V/def2-TZVPD" total_energy_ha=-1524.5517 homo_ev="-15.7 / -16.0" spin_multiplicity=3 s_squared=2.010 charge=+2
Pd -1.2826 1.3701 0.4009 0.29 -0.07 0.22
C 0.5741 0.0275 1.4303 -0.06 -0.04 -0.04
C 1.0428 0.4641 0.1894 -0.07 -0.03 -0.03
C 1.0307 1.8408 -0.1122 0.01 0.05 -0.04
C 0.6574 2.7882 0.8629 -0.07 0.04 0.01
C 0.1864 2.3515 2.1012 -0.06 0.03 -0.02
C 0.1010 0.9678 2.3654 -0.05 0.04 0.00
H 0.5503 -1.0272 1.6696 0.03 0.00 0.00
H 1.3870 -0.2454 -0.5512 0.00 0.00 0.01
H 1.3462 2.1782 -1.0909 0.03 -0.01 0.01
H 0.6899 3.8439 0.6285 0.05 0.00 0.02
H -0.1489 3.0633 2.8436 0.05 0.00 0.02
H -0.3023 0.6277 3.3104 0.02 0.01 0.01
C -3.6129 -5.0196 0.2647 -0.04 0.09 0.05
Si -3.1577 -3.6306 -0.8811 -0.07 -0.07 -0.10
C -1.5223 -3.9065 -1.7371 -0.01 0.07 -0.02
C -4.5233 -3.2177 -2.0882 0.00 -0.10 -0.01
C -2.9284 -2.0503 0.2065 0.08 0.16 0.16
Te -2.7585 -0.3181 -1.0028 -0.05 -0.04 -0.18
C -4.5819 0.6747 -0.5832 -0.07 -0.17 -0.02
Si -4.6334 2.4465 -1.2986 0.00 0.08 0.01
C -6.3567 3.0963 -1.0968 0.00 -0.01 -0.02
C -4.0495 2.3838 -3.0660 -0.01 0.00 0.01
C -3.4267 3.4636 -0.2610 0.05 -0.01 0.07
H -3.7286 -5.9492 -0.2962 0.01 0.01 -0.04
H -4.5607 -4.8271 0.7715 0.00 0.00 -0.01
H -2.8528 -5.1934 1.0282 0.02 0.02 -0.02
H -1.6335 -4.6233 -2.5530 -0.02 -0.03 0.02
H -0.7780 -4.3119 -1.0489 0.00 0.01 0.01
H -1.1102 -2.9959 -2.1835 -0.03 0.00 0.00
H -4.8091 -4.1272 -2.6227 0.00 0.01 -0.01
H -4.2338 -2.4952 -2.8567 0.03 0.02 0.02
H -5.4257 -2.8562 -1.5892 0.01 0.00 0.03
H -2.0082 -2.1005 0.7926 -0.01 -0.07 0.01
H -3.7617 -1.8566 0.8838 -0.01 -0.04 0.00
H -4.7360 0.6368 0.4967 0.00 0.01 0.00
H -5.3436 0.0425 -1.0498 -0.02 0.04 -0.01
H -7.0715 2.5109 -1.6781 0.02 -0.01 -0.01
H -6.4208 4.1271 -1.4514 0.03 0.01 0.00
H -6.6843 3.0855 -0.0560 0.03 -0.01 0.01
H -4.6182 1.6651 -3.6600 -0.02 -0.01 0.02
H -2.9889 2.1390 -3.1705 0.01 -0.01 0.02
H -4.1933 3.3619 -3.5307 0.01 0.00 0.00
H -3.7933 3.6544 0.7495 -0.03 -0.03 0.00
H -3.2243 4.4303 -0.7282 -0.03 0.01 0.00
H -2.4071 3.0197 -0.1486 -0.06 0.03 -0.15


No. 8
10
Properties=species:S:1:pos:R:3:forces:R:3 method="wB97M-V/def2-TZVPD" total_energy_ha=-531.2454 homo_ev="-6.5 / -10.0" spin_multiplicity=3 s_squared=2.006 charge=0 de_lowest_ev=2.955
C 2.0261 -0.5617 0.3962 0.85 0.04 1.78
C 0.9141 0.1576 -0.2512 10.81 0.06 -4.12
N -0.2981 0.1274 0.1642 -9.01 -1.49 3.19
F -1.0142 1.0194 -0.5427 -0.12 0.95 -0.07
I -5.5378 1.0269 -0.3663 -0.34 0.37 -0.12
H 2.7805 -0.9529 -0.3394 -0.43 1.27 0.54
H 2.4469 0.2418 1.1616 0.03 -1.82 -1.10
H 1.8489 -1.5175 0.9499 -0.65 0.99 0.06
H 1.3405 0.5736 -1.1699 -1.49 -0.02 -0.27
H -4.5070 -0.1146 -0.0024 0.36 -0.37 0.12